(1)
A structure of composition C5H10AuN2O5Se3Te, computed with ωB97M-V with the def2-TZVPD basis set.

```
! wB97M-V def2-TZVPD RIJCOSX def2/J DEFGRID3
* xyz -1 3
Au 3.61 11.42 7.66
Se 5.97 12.26 7.95
Se 7.00 10.77 6.55
Te 5.89 11.14 4.24
Se 3.60 11.78 5.04
C 3.66 8.23 6.74
N 2.23 8.17 6.39
C 1.80 6.85 5.94
C 1.34 9.15 6.62
C -0.12 8.83 6.32
O 1.61 10.27 7.06
H 3.88 7.50 7.52
H 3.92 9.21 7.11
H 4.26 8.01 5.86
H 2.68 6.32 5.61
H 1.11 6.94 5.10
H 1.32 6.31 6.76
H -0.42 7.92 6.84
H -0.30 8.72 5.25
H -0.72 9.66 6.68
O 2.06 14.53 5.23
N 2.47 13.63 5.91
O 2.53 13.77 7.11
O 2.93 8.78 9.64
C 3.40 9.75 10.21
O 3.73 10.89 9.78
H 3.60 9.67 11.31
*
```

The value obtained for the energy is -225588.9368 eV. Its HOMO energy (alpha / beta) is -4.0 / -4.5 eV. The strongest force on any atom is 1.5 eV/A.


(2)
A structure of composition C25H49Cl3P2Ru, computed with ωB97M-V with the def2-TZVPD basis set.

```
! wB97M-V def2-TZVPD RIJCOSX def2/J DEFGRID3
* xyz -1 6
Ru -0.24 0.37 0.04
Cl -0.97 0.68 -2.20
P 0.81 2.33 -0.48
C -0.10 3.81 -1.22
C 1.75 3.16 0.90
C 2.10 2.05 -1.81
C -1.52 3.93 -0.67
H -0.16 3.52 -2.28
C 0.63 5.16 -1.11
H 0.52 5.61 -0.12
H 0.16 5.85 -1.83
H 1.69 5.12 -1.37
H -2.16 3.15 -1.08
H -1.92 4.92 -0.94
H -1.54 3.84 0.43
H 1.45 1.69 -2.64
C 3.10 0.95 -1.45
C 2.90 3.26 -2.30
H 2.31 4.00 -2.85
H 3.67 2.91 -3.00
H 3.45 3.75 -1.48
H 2.94 0.48 -0.46
H 4.12 1.37 -1.42
H 3.05 0.14 -2.19
C 0.80 3.57 2.04
H 2.18 4.08 0.46
C 2.89 2.30 1.42
H 0.13 4.39 1.77
H 1.41 3.90 2.90
H 0.22 2.70 2.37
H 2.56 1.28 1.64
H 3.26 2.72 2.36
H 3.73 2.27 0.72
Cl -0.05 0.25 2.41
H -1.10 1.58 0.51
P -2.08 -1.36 0.02
C -2.32 -2.39 -1.55
C -2.02 -2.64 1.41
C -3.78 -0.58 0.10
C -1.03 -2.57 -2.33
H -3.02 -1.79 -2.15
C -2.90 -3.79 -1.34
H -2.17 -4.46 -0.87
H -3.11 -4.22 -2.33
H -3.84 -3.84 -0.78
H -0.66 -1.62 -2.72
H -1.22 -3.24 -3.17
H -0.26 -3.07 -1.73
H -3.80 -0.02 -0.85
C -3.94 0.41 1.25
C -4.91 -1.62 0.07
H -4.98 -2.12 -0.90
H -5.87 -1.11 0.24
H -4.81 -2.37 0.87
H -2.98 0.72 1.68
H -4.59 0.02 2.05
H -4.42 1.32 0.86
C -0.67 -3.36 1.52
H -2.78 -3.39 1.12
C -2.40 -2.04 2.76
H -0.45 -4.00 0.66
H -0.73 -4.01 2.41
H 0.16 -2.66 1.72
H -1.76 -1.18 2.99
H -2.20 -2.78 3.54
H -3.45 -1.75 2.84
Cl 2.40 -3.57 -2.18
C 2.90 -3.07 -0.60
C 3.88 -3.84 0.01
C 4.39 -3.43 1.26
C 3.85 -2.32 1.91
C 2.77 -1.63 1.34
C 2.30 -1.95 0.06
C 1.14 -1.27 -0.54
H 4.27 -4.74 -0.48
H 5.22 -3.98 1.71
H 4.26 -1.98 2.85
H 2.27 -0.85 1.92
H 0.17 -1.67 -0.10
H 1.13 -1.28 -1.63
*
```

The value obtained for the energy is -85444.0420 eV. Its HOMO energy (alpha / beta) is -1.9 / -3.7 eV. The strongest force on any atom is 5.2 eV/A.


(3)
A cluster of 19 separate species, C29H29Cl55O6 in total, computed with ωB97M-V with the def2-TZVPD basis set.

```
! wB97M-V def2-TZVPD RIJCOSX def2/J DEFGRID3
* xyz 0 1
O -2.66 2.54 -1.71
C -2.42 2.74 -0.56
O -2.32 1.75 0.32
C -2.41 2.13 1.71
C -1.63 1.18 2.61
C -0.97 0.03 1.83
C -0.05 -0.82 2.72
C 1.41 -0.60 2.51
C 2.15 -0.44 1.41
C 1.64 -0.48 -0.01
C 2.48 -1.31 -0.96
O 2.24 -2.45 -1.20
Cl 3.85 -0.54 -1.74
C 3.56 -0.21 1.85
O 4.55 -0.06 1.23
O 3.58 -0.22 3.24
C 2.33 -0.55 3.68
O 2.07 -0.79 4.82
H -2.24 3.76 -0.18
H -2.10 3.16 1.84
H -3.46 2.08 1.99
H -2.31 0.77 3.35
H -0.85 1.74 3.12
H -1.77 -0.60 1.43
H -0.42 0.49 1.01
H -0.28 -1.89 2.64
H -0.25 -0.57 3.76
H 0.69 -1.00 0.03
H 1.51 0.52 -0.41
C 1.77 -1.93 -4.49
Cl 0.94 -3.38 -5.07
Cl 3.04 -1.45 -5.60
Cl 0.62 -0.62 -4.21
H 2.23 -2.17 -3.54
C -0.09 5.94 3.17
Cl -0.15 6.05 1.41
Cl -0.64 4.35 3.71
Cl 1.53 6.26 3.77
H -0.76 6.68 3.58
C -5.64 -0.45 4.19
Cl -5.21 -1.40 2.78
Cl -5.26 -1.31 5.68
Cl -4.85 1.13 4.14
H -6.71 -0.28 4.17
C 2.52 -1.88 -9.32
Cl 1.70 -3.36 -9.82
Cl 3.77 -1.44 -10.49
Cl 1.37 -0.57 -9.09
H 3.00 -2.07 -8.37
C 1.53 7.29 8.08
Cl 0.77 5.90 7.31
Cl 3.09 7.65 7.33
Cl 0.47 8.70 8.02
H 1.71 7.04 9.12
C 4.03 -5.49 -0.66
Cl 5.14 -4.13 -0.65
Cl 4.74 -6.88 -1.47
Cl 3.53 -5.90 0.98
H 3.15 -5.19 -1.21
C -2.95 1.29 8.13
Cl -4.57 2.00 8.14
Cl -2.41 1.01 6.47
Cl -1.81 2.32 8.99
H -3.00 0.34 8.64
C 4.71 -5.00 -6.82
Cl 6.16 -5.93 -7.20
Cl 4.76 -4.38 -5.18
Cl 4.49 -3.69 -7.98
H 3.85 -5.66 -6.91
C -9.24 -2.26 2.44
Cl -8.63 -3.91 2.34
Cl -8.88 -1.56 4.02
Cl -8.57 -1.26 1.15
H -10.32 -2.29 2.32
C -5.10 3.54 -2.77
Cl -6.40 2.50 -2.18
Cl -5.38 4.01 -4.46
Cl -4.93 4.97 -1.76
H -4.17 2.98 -2.72
C 9.57 -5.82 -8.76
Cl 9.68 -6.79 -10.23
Cl 10.39 -6.63 -7.42
Cl 10.22 -4.21 -9.01
H 8.52 -5.73 -8.50
C 8.92 -11.29 -10.64
Cl 7.54 -12.18 -10.00
Cl 8.58 -10.67 -12.25
Cl 9.40 -9.99 -9.56
H 9.75 -11.98 -10.72
C 1.55 -1.26 8.90
Cl 2.65 0.12 8.90
Cl 1.11 -1.72 10.55
Cl 0.11 -0.90 7.95
H 2.05 -2.09 8.44
C -9.56 -0.32 -2.49
Cl -8.61 -1.81 -2.47
Cl -9.14 0.71 -1.12
Cl -9.35 0.54 -4.01
H -10.61 -0.59 -2.39
C -10.57 -1.09 7.52
Cl -11.38 0.03 6.42
Cl -8.81 -0.91 7.42
Cl -11.13 -0.87 9.17
H -10.81 -2.10 7.21
C -1.81 4.72 -4.59
Cl -1.17 3.08 -4.62
Cl -1.40 5.53 -3.06
Cl -1.23 5.66 -5.96
H -2.88 4.64 -4.63
C 7.23 -0.28 -9.81
Cl 8.19 1.18 -10.02
Cl 8.00 -1.66 -10.60
Cl 6.97 -0.62 -8.10
H 6.27 -0.12 -10.27
C 0.66 12.06 9.95
Cl 2.14 11.56 10.75
Cl -0.62 12.39 11.12
Cl 0.94 13.46 8.91
H 0.33 11.24 9.32
*
```

The value obtained for the energy is -731560.7439 eV. Its HOMO energy is -10.8 eV. The strongest force on any atom is 0.8 eV/A. The calculation puts the energy relative to the best compared isomer or geometry (same formula, charge and spin) at 0.0 kcal per mole.


> Which formula does entry 2 have?

C25H49Cl3P2Ru


Repeat the second record exactly.
A structure of composition C25H49Cl3P2Ru, computed with ωB97M-V with the def2-TZVPD basis set.

```
! wB97M-V def2-TZVPD RIJCOSX def2/J DEFGRID3
* xyz -1 6
Ru -0.24 0.37 0.04
Cl -0.97 0.68 -2.20
P 0.81 2.33 -0.48
C -0.10 3.81 -1.22
C 1.75 3.16 0.90
C 2.10 2.05 -1.81
C -1.52 3.93 -0.67
H -0.16 3.52 -2.28
C 0.63 5.16 -1.11
H 0.52 5.61 -0.12
H 0.16 5.85 -1.83
H 1.69 5.12 -1.37
H -2.16 3.15 -1.08
H -1.92 4.92 -0.94
H -1.54 3.84 0.43
H 1.45 1.69 -2.64
C 3.10 0.95 -1.45
C 2.90 3.26 -2.30
H 2.31 4.00 -2.85
H 3.67 2.91 -3.00
H 3.45 3.75 -1.48
H 2.94 0.48 -0.46
H 4.12 1.37 -1.42
H 3.05 0.14 -2.19
C 0.80 3.57 2.04
H 2.18 4.08 0.46
C 2.89 2.30 1.42
H 0.13 4.39 1.77
H 1.41 3.90 2.90
H 0.22 2.70 2.37
H 2.56 1.28 1.64
H 3.26 2.72 2.36
H 3.73 2.27 0.72
Cl -0.05 0.25 2.41
H -1.10 1.58 0.51
P -2.08 -1.36 0.02
C -2.32 -2.39 -1.55
C -2.02 -2.64 1.41
C -3.78 -0.58 0.10
C -1.03 -2.57 -2.33
H -3.02 -1.79 -2.15
C -2.90 -3.79 -1.34
H -2.17 -4.46 -0.87
H -3.11 -4.22 -2.33
H -3.84 -3.84 -0.78
H -0.66 -1.62 -2.72
H -1.22 -3.24 -3.17
H -0.26 -3.07 -1.73
H -3.80 -0.02 -0.85
C -3.94 0.41 1.25
C -4.91 -1.62 0.07
H -4.98 -2.12 -0.90
H -5.87 -1.11 0.24
H -4.81 -2.37 0.87
H -2.98 0.72 1.68
H -4.59 0.02 2.05
H -4.42 1.32 0.86
C -0.67 -3.36 1.52
H -2.78 -3.39 1.12
C -2.40 -2.04 2.76
H -0.45 -4.00 0.66
H -0.73 -4.01 2.41
H 0.16 -2.66 1.72
H -1.76 -1.18 2.99
H -2.20 -2.78 3.54
H -3.45 -1.75 2.84
Cl 2.40 -3.57 -2.18
C 2.90 -3.07 -0.60
C 3.88 -3.84 0.01
C 4.39 -3.43 1.26
C 3.85 -2.32 1.91
C 2.77 -1.63 1.34
C 2.30 -1.95 0.06
C 1.14 -1.27 -0.54
H 4.27 -4.74 -0.48
H 5.22 -3.98 1.71
H 4.26 -1.98 2.85
H 2.27 -0.85 1.92
H 0.17 -1.67 -0.10
H 1.13 -1.28 -1.63
*
```

The value obtained for the energy is -85444.0420 eV. Its HOMO energy (alpha / beta) is -1.9 / -3.7 eV. The strongest force on any atom is 5.2 eV/A.